Entry A
Molecular formula: H24O12
Method: DFT, wB97M-V/def2-TZVPD

Geometry (Å):
O 1.31928 -3.19741 -1.20242
H 1.33863 -2.93878 -0.26941
H 1.07908 -4.13046 -1.20178
O -0.61514 -0.02733 0.10123
H 0.18738 -0.53911 0.27017
H -0.85179 0.37533 0.94424
O 0.22499 2.58385 2.49457
H -0.46275 2.00593 2.86228
H 0.89570 2.65759 3.17904
O -2.13567 -3.05462 -0.94179
H -2.11146 -2.13376 -1.26869
H -1.38356 -3.11179 -0.34758
O 1.18275 -1.90934 1.53381
H 1.44305 -1.09574 1.98541
H 1.13889 -2.57198 2.23366
O -2.51964 3.36820 0.74913
H -2.72521 3.99010 0.04692
H -1.81964 2.80865 0.37674
O 3.41657 -0.93718 0.11443
H 2.96033 -1.78454 0.20480
H 4.19421 -1.13833 -0.41849
O 2.15483 1.18511 -1.52213
H 3.07319 1.46808 -1.56804
H 2.18294 0.36077 -1.00994
O 0.29178 -0.82686 -2.73736
H 0.85856 -0.10437 -2.44949
H 0.61785 -1.58348 -2.23515
O 0.03196 2.63257 -0.38671
H 0.77828 2.26594 -0.88805
H 0.27821 2.50063 0.54060
O -2.60270 -0.76819 -2.55280
H -3.01790 0.04790 -2.25705
H -1.64629 -0.56856 -2.57016
O -2.23193 1.21554 2.76665
H -2.47962 1.96394 2.19515
H -3.04515 0.99169 3.22821

SMILES   O.O.O.O.O.O.O.O.O.O.O.O
Multiplicity   1

natural (NBO) atomic charge list, values in e, 8 entries: -0.964, 0.477, 0.489, -0.939, 0.459, 0.474, -0.975, 0.498

Entry B
Molecular formula: H24O12
Method: DFT, wB97M-V/def2-TZVPD

Geometry (Å):
O 0.86746 -2.27597 -2.09436
H 0.04759 -2.50217 -2.53355
H 0.65087 -1.51136 -1.56079
O -0.95196 -0.15148 1.79695
H -1.78732 -0.58494 1.97167
H -0.88134 0.51705 2.47836
O -1.54597 1.56167 -2.66446
H -1.53257 2.42171 -3.08446
H -1.82051 1.73828 -1.76464
O 1.07606 -0.78268 3.68034
H 0.51325 -1.12831 2.98750
H 1.25480 -1.53637 4.24269
O 3.29085 1.40526 0.19499
H 3.01159 1.05574 1.04121
H 2.50436 1.81288 -0.16765
O 2.66178 -2.33231 0.30335
H 2.33860 -3.22911 0.21654
H 2.17761 -1.83768 -0.35782
O 2.11347 1.42253 2.78506
H 1.80230 0.67183 3.29088
H 1.43039 1.57107 2.13117
O 0.82944 2.46444 0.45356
H 0.27282 2.94936 1.06288
H 0.68132 2.88499 -0.39345
O -2.33477 -2.37098 -0.85536
H -1.65199 -1.78941 -0.52095
H -2.48971 -2.99288 -0.14440
O 0.34124 -0.14836 -0.62827
H -0.13698 0.62481 -0.92783
H 0.21125 -0.15847 0.32001
O -1.63701 -1.09563 -3.95002
H -1.74749 -0.61720 -4.77168
H -1.54993 -0.41302 -3.28468
O -2.58750 1.70255 -0.03915
H -2.13631 1.60554 0.79945
H -3.28586 1.04846 -0.01300

SMILES   O.O.O.O.O.O.O.O.O.O.O.O
Multiplicity   1

natural (NBO) atomic charge list, values in e, 8 entries: -0.988, 0.482, 0.478, -0.965, 0.491, 0.489, -0.977, 0.478

Most stable: entry A

Entry A
Molecular formula: H24O12
Method: DFT, wB97M-V/def2-TZVPD

Geometry (Å):
O -1.86597 -1.23750 -2.41363
H -1.99719 -2.15040 -2.63541
H -2.56930 -0.69865 -2.55421
O 1.29406 -4.47882 -0.53060
H 1.45171 -3.77376 0.03892
H 2.09886 -4.17596 -1.17599
O -1.24014 -3.83334 -1.38812
H -1.71329 -3.87194 -0.44136
H -0.42991 -4.20270 -0.96223
O 0.21808 2.27064 2.95942
H -0.02016 1.78872 2.15206
H 0.09015 1.47166 3.44593
O 0.79375 4.76191 1.15346
H 1.58659 4.32246 0.97319
H 0.64693 4.07651 1.97538
O -1.23368 -0.26877 1.51630
H -0.25417 -0.45855 1.51797
H -1.45499 -0.35867 0.51934
O -1.08790 2.35991 -2.67471
H -1.14607 1.34951 -2.43952
H -1.89241 2.73792 -2.44878
O 0.61393 1.54106 0.07153
H 1.42806 1.33715 -0.32260
H 0.54497 2.21086 0.80328
O 1.34650 -1.14720 0.82231
H 2.06076 -0.42830 0.62957
H 1.86129 -1.90122 0.73558
O -3.20832 -0.34342 -0.62004
H -3.25169 -1.15827 0.05132
H -2.76710 0.49856 -0.37831
O 1.22456 1.05113 -2.69072
H 0.74013 1.85068 -2.48636
H 1.04026 0.72038 -3.45919
O 2.65125 -0.17361 3.19289
H 2.08218 -0.45009 3.79778
H 2.35827 0.76210 3.26554

SMILES   O.O.O.O.O.O.O.O.O.O.O.O
Multiplicity   1

natural (NBO) atomic charge list, values in e, 8 entries: -0.964, 0.494, 0.468, -0.917, 0.455, 0.483, -0.959, 0.451

Entry B
Molecular formula: H24O12
Method: DFT, wB97M-V/def2-TZVPD

Geometry (Å):
O 1.84112 0.63545 -1.91001
H 2.49566 0.42662 -2.59445
H 1.09927 0.86586 -2.68806
O 2.31381 2.78796 -0.29335
H 2.13458 1.97982 -0.82328
H 1.41277 3.18528 0.04635
O -2.58064 2.09173 -0.45851
H -2.72596 1.12857 -0.59559
H -2.38389 2.09216 0.47478
O -1.25953 -2.68866 1.90471
H -0.55619 -2.84872 1.14167
H -0.84257 -2.87159 2.86667
O -0.19663 3.48293 -0.57024
H -0.61155 2.51863 -0.75306
H -0.87992 3.89937 0.09096
O 0.69549 -2.28839 -2.02978
H 1.59209 -2.08800 -1.88930
H 0.25715 -1.56585 -1.79552
O 3.39700 -1.11665 -0.42059
H 2.94837 -0.41053 -1.00337
H 4.24031 -1.34988 -0.79972
O 1.17981 -2.40487 0.55477
H 1.92419 -1.97302 0.17766
H 0.80781 -2.61272 -0.31849
O 0.41201 0.05362 2.62342
H -0.00060 -0.29422 3.27038
H 1.25447 -0.48703 2.51163
O -2.25422 1.45611 2.31840
H -1.41445 1.21393 2.36159
H -2.61714 0.85465 2.84972
O -0.48914 -0.17952 -0.34459
H -0.07673 -0.56565 0.36745
H 0.26829 0.27165 -0.91545
O -3.93636 -0.70438 -1.24349
H -4.34114 -1.42934 -0.63379
H -3.10753 -1.06534 -1.47951

SMILES   O.O.O.O.O.O.O.O.O.O.O.O
Multiplicity   1

natural (NBO) atomic charge list, values in e, 8 entries: -0.986, 0.499, 0.525, -1.016, 0.461, 0.510, -0.976, 0.494

Entry C
Molecular formula: H24O12
Method: DFT, wB97M-V/def2-TZVPD

Geometry (Å):
H -0.08607 0.32354 -0.06207
H -1.34472 -0.34408 -0.59134
H 2.33391 -0.11236 0.65451
H 1.97968 -1.22975 -0.31296
H 0.83045 2.37554 0.33357
H 0.15918 3.64903 0.82109
H 3.22402 3.68925 0.02361
H 4.02603 2.60271 -0.67370
H -3.23578 3.56483 -0.68443
H -2.36362 2.49196 -0.05330
H -5.12406 -3.28203 0.75080
H -5.20661 -1.84942 1.25165
H 0.51858 -1.90432 0.99353
H -0.25567 -2.89048 1.85264
H 3.82336 -3.17007 -1.42358
H 3.47781 -2.15963 -2.50508
H -0.39349 -1.99705 -1.35987
H -0.53760 -2.56083 -2.76395
H 2.82921 -0.80743 4.13419
H 3.08664 -0.27966 2.73233
H 0.24872 1.77108 -2.05625
H -0.14124 0.30733 -1.93209
H -3.55903 0.98964 -0.23129
H -3.56500 0.11552 1.01207
O -0.46605 -0.54241 -0.24841
O 2.25535 -0.30656 -0.28629
O 0.15462 2.69295 0.94308
O 3.20163 2.75125 -0.19695
O -2.32321 3.37390 -0.44000
O -5.19292 -2.37170 0.44170
O 0.51340 -2.30972 1.86795
O 3.16261 -2.51112 -1.66478
O -0.29456 -1.75844 -2.28845
O 2.37406 -0.52927 3.33141
O -0.51210 1.18098 -2.09999
O -3.59754 1.03679 0.73063

SMILES   O.O.O.O.O.O.O.O.O.O.O.O
Multiplicity   1

natural (NBO) atomic charge list, values in e, 8 entries: 0.513, 0.487, 0.465, 0.482, 0.471, 0.475, 0.470, 0.476

Most stable: entry C

Entry A
Molecular formula: H24O12
Method: DFT, wB97M-V/def2-TZVPD

Geometry (Å):
O 0.55332 1.78772 2.15373
H -0.09061 1.76261 2.86151
H 0.07232 2.13810 1.40399
O -1.51808 2.44692 0.40573
H -1.42296 2.35471 -0.54226
H -2.19523 3.11455 0.51516
O -0.17673 -3.84669 0.76276
H -0.68682 -3.05170 0.60778
H -0.78971 -4.44593 1.18867
O 1.58726 1.35646 -3.34603
H 0.97168 1.71397 -3.98593
H 1.08190 0.69863 -2.86842
O 3.06310 -1.45265 -1.32030
H 3.77807 -1.21893 -0.72833
H 2.26818 -1.29005 -0.81245
O 0.73555 -0.47913 0.01059
H -0.01867 -0.28950 -0.54746
H 0.68810 0.17435 0.70841
O -0.79555 -1.29241 -3.23182
H -0.94411 -1.81601 -2.44442
H -1.16740 -1.81580 -3.94176
O -2.89642 0.17639 1.06753
H -2.33868 0.91092 0.81138
H -3.11904 0.35155 1.98186
O 3.14003 1.68089 2.85010
H 2.20871 1.68031 2.62900
H 3.17219 1.99784 3.75274
O -2.12316 -1.73638 -0.31782
H -2.83469 -2.35219 -0.49316
H -2.53487 -1.02896 0.17845
O -1.36325 1.98660 -2.24818
H -1.25358 2.36507 -3.12052
H -1.58724 1.07026 -2.41058
O 2.48721 -1.44163 2.73931
H 2.19745 -1.14304 3.60135
H 1.85172 -1.06689 2.12943

SMILES   O.O.O.O.O.O.O.O.O.O.O.O
Multiplicity   1

natural (NBO) atomic charge list, values in e, 8 entries: -0.973, 0.479, 0.509, -0.992, 0.518, 0.492, -0.945, 0.485

Entry B
Molecular formula: H24O12
Method: DFT, wB97M-V/def2-TZVPD

Geometry (Å):
O 3.31449 2.60407 2.65107
H 2.72935 1.89309 2.38966
H 3.33931 3.18601 1.89148
O 0.08696 -3.82885 -5.01644
H 0.29205 -4.74071 -4.80981
H -0.55116 -3.56982 -4.35167
O -2.75994 4.88480 -1.11893
H -3.16229 4.19233 -0.59469
H -2.29572 5.42860 -0.48251
O -4.02985 2.00595 1.63492
H -3.47407 1.85888 2.40023
H -4.48607 1.17436 1.50627
O 3.47179 -3.05198 1.41773
H 3.47217 -3.96053 1.11647
H 2.88233 -2.59936 0.81449
O -3.02385 -1.91396 3.13552
H -3.76914 -1.62820 2.60723
H -3.25764 -2.79661 3.42275
O 3.11686 5.58661 -0.35184
H 3.01511 5.16801 -1.20663
H 4.06117 5.71049 -0.25617
O -1.31458 1.72334 4.92443
H -1.31539 1.59804 5.87339
H -1.44386 0.84514 4.56630
O 0.31826 0.30614 -0.07069
H -0.32345 -0.38827 -0.21975
H -0.02891 1.06010 -0.54741
O 1.80576 -5.97061 -1.11826
H 0.95050 -5.60897 -0.88591
H 1.60905 -6.67210 -1.73911
O 3.43472 2.72104 -4.06591
H 2.63529 2.47271 -4.53010
H 4.12094 2.68230 -4.73212
O -2.85174 -3.22915 -1.54975
H -3.72339 -2.96214 -1.25794
H -2.84506 -4.18072 -1.44630

SMILES   O.O.O.O.O.O.O.O.O.O.O.O
Multiplicity   1

natural (NBO) atomic charge list, values in e, 8 entries: -0.942, 0.471, 0.471, -0.933, 0.464, 0.469, -0.943, 0.474

Entry C
Molecular formula: H24O12
Method: DFT, wB97M-V/def2-TZVPD

Geometry (Å):
O 0.42660 -0.27289 2.04709
H 0.96080 -0.85418 1.50583
H 0.94519 -0.13998 2.84058
O 1.77922 -1.39392 0.84093
H 1.42668 -1.60348 -0.02396
H 2.52483 -1.98493 0.94581
O 0.35390 0.13550 -2.75122
H -0.49441 -0.09045 -2.36974
H 0.32820 1.08759 -2.84663
O 1.66826 0.71054 -0.84342
H 0.77424 0.43639 -1.04784
H 2.15431 0.56920 -1.65583
O 0.31790 1.56869 1.00327
H 1.26947 1.64706 0.93528
H 0.17892 0.78036 1.52810
O -1.41393 -0.49604 2.48077
H -0.62378 -0.15604 2.06091
H -1.27217 -1.44146 2.52910
O -1.52382 0.45163 -2.18877
H -1.61028 0.94452 -3.00474
H -1.53844 1.11890 -1.50263
O -2.38057 1.09869 -0.17995
H -3.01152 1.76960 0.08084
H -1.52968 1.45993 0.06850
O 0.95311 -1.95630 -0.93486
H 0.13792 -1.51188 -0.70207
H 0.92977 -2.01572 -1.88993
O -2.35538 -0.86234 0.26275
H -2.25693 0.08466 0.16417
H -2.99130 -0.96510 0.97076
O -0.06645 -0.32672 -0.48461
H -1.01381 -0.42896 -0.39360
H 0.22861 -0.04345 0.38081
O 2.32878 0.67001 1.03297
H 2.36946 1.62435 0.97124
H 2.02645 0.38638 0.17019

Multiplicity   1

natural (NBO) atomic charge list, values in e, 8 entries: -0.842, 0.473, 0.526, -0.933, 0.444, 0.498, -1.014, 0.457

Most stable: entry A